One molecule with the formula C3H2N2O2, computed with wB97M-V/def2-TZVPD.

```
! RIJCOSX wB97M-V def2-TZVPD def2/J DEFGRID3
* xyz 0 1
O 2.565 -0.799 -0.304
C 1.750 -0.001 0.078
C 0.336 0.026 -0.521
O 0.082 -0.359 -1.629
N -0.594 0.605 0.401
C -1.825 -0.088 0.468
N -2.016 0.815 -0.350
H 1.954 0.739 0.874
H -2.251 -0.939 0.983
*
```

For the energy relative to the best compared isomer or geometry (same formula, charge and spin), the calculation gives 365.5 kJ/mol. Its maximum force is 0.70 eV/A. As for the LUMO energy: -0.03024 Eh. Its SMILES is O=CC(=O)N1C=N1. For the HOMO-LUMO gap, the calculation gives 9.312 eV.

Atom charges from the natural (NBO) analysis, given in e for atoms 1 to 5: -0.437 0.333 0.542 -0.473 -0.411